1.
11
Properties=species:S:1:pos:R:3 method="wB97M-V/def2-TZVPD" homo_ha=-0.310 energy_ev=-17561.984 de_lowest_kcal_mol=75.7
C -1.69150 0.57193 0.00913
C 0.81307 0.64066 0.05757
C 0.76944 -0.74844 -0.50528
N -0.44207 0.03586 -0.25061
O 0.87656 -1.84560 0.25125
S -3.16617 -0.14619 0.08124
H -1.58517 1.58689 0.32662
H 1.18866 0.76412 1.09577
H 1.18216 1.58377 -0.58385
H 1.11023 -0.93193 -1.59658
H 0.94479 -1.51107 1.11473

---

2.
80
Properties=species:S:1:pos:R:3 method="wB97M-V/def2-TZVPD" spin_multiplicity=5 charge=+3 homo_ha="-0.571 / -0.568" energy_ev=-141105.044 de_lowest_kcal_mol=4.2
Os 2.15412 0.31779 0.60221
C -0.27453 1.43577 2.90151
C 1.03641 1.72542 2.21185
C 2.26454 1.18198 2.70689
C 2.24323 0.24144 3.88674
C 3.49524 1.53130 2.06197
C 4.82422 1.06876 2.59910
C 3.47899 2.44403 0.96136
C 4.75660 2.82576 0.27587
C 2.28342 3.08347 0.56662
C 2.34373 4.16650 -0.46368
C 1.05886 2.64474 1.12220
C -0.23056 3.20752 0.60372
H -0.87883 0.71692 2.34355
H -0.85114 2.35379 3.00175
H -0.12414 1.04724 3.90234
H 2.29511 0.81242 4.81695
H 3.07705 -0.45274 3.87436
H 1.33305 -0.35138 3.90790
H 4.72696 0.38472 3.43277
H 5.37881 1.94006 2.95347
H 5.43511 0.58636 1.83755
H 5.05387 3.82682 0.60146
H 4.62386 2.87323 -0.80393
H 5.57731 2.15327 0.49640
H 1.37376 4.59905 -0.68012
H 2.77309 3.80087 -1.39767
H 2.99176 4.97217 -0.11148
H -0.39061 4.20856 1.01450
H -1.08002 2.59378 0.88322
H -0.20747 3.29701 -0.48091
C 0.56399 0.82496 -3.73671
P 2.09676 0.56105 -2.86590
C 3.37963 1.52986 -3.64145
C 2.53628 -1.16246 -3.03352
O 1.93203 1.00354 -1.38765
H 0.69590 0.60387 -4.79701
H 0.25258 1.86437 -3.62846
H -0.19858 0.16289 -3.32479
H 3.47960 1.24222 -4.68925
H 4.33365 1.35884 -3.14127
H 3.12820 2.58969 -3.59422
H 2.70228 -1.38630 -4.08886
H 1.71864 -1.78727 -2.67386
H 3.45294 -1.37660 -2.48296
C -5.85507 1.72211 -1.63752
N -5.41907 0.61909 -0.78128
C -4.13885 0.24948 -0.52810
Se -2.59255 0.96846 -1.17333
N -4.18078 -0.81595 0.31319
C -5.47481 -1.13787 0.59952
C -6.04089 -2.13933 1.39488
C -7.41002 -2.15778 1.45507
C -8.21276 -1.21781 0.75337
C -7.66760 -0.23335 -0.02881
C -6.27033 -0.20867 -0.09905
H -4.98715 2.14492 -2.13201
H -6.34153 2.48068 -1.02761
H -6.55087 1.33779 -2.37992
H -3.33702 -1.30042 0.60649
H -5.43506 -2.85408 1.93337
H -7.90335 -2.90907 2.05632
H -9.28795 -1.28747 0.84438
H -8.28324 0.47933 -0.55881
O -0.63894 -1.77972 -1.66669
S -0.38721 -2.17599 -0.31504
O -1.39071 -1.94978 0.68482
N 1.06263 -1.45459 0.17940
C 2.02327 -2.35282 0.29437
S 3.52019 -1.58695 0.64665
C 1.64349 -3.73729 0.08759
C 2.40893 -4.88950 0.17198
C 1.77903 -6.10195 -0.08471
C 0.42939 -6.15262 -0.41787
C -0.34625 -4.99397 -0.50793
C 0.28988 -3.80522 -0.24398
H 3.45876 -4.84911 0.43236
H 2.34515 -7.02122 -0.02501
H -0.03141 -7.11146 -0.61404
H -1.39302 -5.04321 -0.77462

---

3.
16
Properties=species:S:1:pos:R:3 method="wB97M-V/def2-TZVPD" homo_ha=-0.303 energy_ev=-20360.246 de_lowest_kcal_mol=77.1
C 0.29912 0.48520 0.11583
C -1.01001 0.74075 0.66213
C -1.77843 -0.54832 0.40161
C -1.05189 -1.31166 -0.48370
C 0.32073 -0.86352 -0.58565
C 1.34230 -0.43923 0.74753
H 0.41412 2.00366 -1.18588
H 1.84664 1.23753 -0.93365
H -1.48375 1.60470 0.08096
H -0.80211 1.08845 1.66502
H -2.83984 -0.67436 0.37897
H -1.57342 -2.25808 -0.70472
H 1.03369 -0.90567 -1.51206
H 1.42500 -1.35815 1.60812
N 0.90228 1.64938 -0.42546
Cl 2.95558 -0.45068 0.17093